[1]
# C36H45AsMnN9S2

C36H45AsMnN9S2 as an isolated structure (the ωB97M-V functional and the def2-TZVPD basis, the Open Molecules 2025 dataset).

Properties
Relative energy (zero: lowest compared OMol25 entry of this formula, charge and spin) ... 0.0 kJ/mol
E_LUMO (alpha / beta) ... -2.8 / -2.9 eV
Spin multiplicity ... 6
Total charge ... +1
Orbital gap (alpha / beta) ... 7.3 / 7.3 eV
HOMO level (alpha / beta) ... -0.3731 / -0.3744 Ha

Geometry as XYZ:
```
94
Properties=species:S:1:pos:R:3:mulliken_spin:R:1
Mn 0.393 0.278 0.192 4.6551
C 1.508 -0.046 4.454 0.0019
C 1.702 -1.398 4.732 0.0023
C 1.408 -2.323 3.760 0.0008
C 0.936 -1.906 2.505 0.0114
N 0.829 -0.594 2.218 -0.0152
C 1.079 0.296 3.193 0.0492
N 0.532 -2.925 1.668 0.0056
C 0.003 -2.810 0.502 0.0105
N -0.197 -1.701 -0.299 -0.0231
C -0.784 -2.112 -1.465 0.0563
N -1.083 -1.448 -2.534 0.0075
C -0.722 -0.155 -2.821 0.0081
C -1.164 0.312 -4.075 0.0043
C -0.790 1.548 -4.532 0.0019
C 0.049 2.331 -3.736 -0.0049
C 0.421 1.829 -2.514 0.0268
N 0.037 0.634 -2.027 0.0116
C -1.041 -3.570 -1.400 -0.0020
C -1.624 -4.442 -2.299 -0.0010
C -1.679 -5.783 -1.936 0.0011
C -1.159 -6.224 -0.718 0.0009
C -0.571 -5.337 0.176 0.0006
C -0.526 -4.007 -0.194 0.0007
H 1.687 0.720 5.194 -0.0001
H 2.052 -1.717 5.704 -0.0001
H 1.496 -3.385 3.931 0.0004
H 0.909 1.334 2.937 -0.0006
H -1.789 -0.352 -4.655 0.0003
H -1.130 1.906 -5.495 0.0000
H 0.389 3.307 -4.050 -0.0003
H 1.048 2.418 -1.858 -0.0009
H -2.021 -4.087 -3.241 -0.0001
H -2.131 -6.502 -2.607 0.0000
H -1.218 -7.275 -0.469 0.0000
H -0.163 -5.663 1.124 0.0000
N 3.180 2.070 1.441 0.0080
C 2.138 2.850 1.130 0.0203
N 1.028 2.423 0.567 -0.0465
C 0.160 3.506 0.338 0.0117
C -1.062 3.453 -0.322 0.0205
C -1.782 4.620 -0.508 0.0004
C -1.312 5.841 -0.032 0.0002
C -0.096 5.914 0.626 0.0007
C 0.627 4.743 0.792 0.0032
S 2.203 4.552 1.506 0.0041
H 3.256 1.158 0.988 -0.0143
H 4.015 2.485 1.815 -0.0011
H -1.439 2.510 -0.695 0.0190
H -2.732 4.579 -1.025 0.0003
H -1.894 6.740 -0.181 0.0000
H 0.285 6.858 0.991 0.0001
C 2.830 -3.323 -1.710 0.0099
N 3.381 -2.161 -2.395 0.0053
C 4.332 -2.509 -3.448 -0.0007
C 3.386 -0.950 -1.803 0.0031
S 3.036 -0.803 -0.139 0.0282
N 3.698 0.112 -2.575 0.0077
C 3.357 0.170 -3.993 -0.0006
C 4.111 1.377 -1.995 0.0020
H 2.578 -4.070 -2.462 0.0001
H 1.934 -3.045 -1.170 -0.0058
H 3.548 -3.747 -1.004 0.0006
H 4.975 -3.312 -3.080 0.0002
H 4.959 -1.662 -3.702 0.0001
H 3.817 -2.860 -4.343 0.0001
H 2.710 -0.662 -4.258 0.0004
H 4.245 0.155 -4.629 0.0001
H 2.817 1.098 -4.179 0.0001
H 4.649 1.200 -1.069 0.0005
H 3.256 2.028 -1.792 0.0043
H 4.774 1.878 -2.700 -0.0001
C -3.510 3.013 2.046 -0.0036
C -3.315 1.566 2.480 0.0268
As -2.296 0.453 1.222 0.0763
C -3.467 0.479 -0.359 0.0015
C -4.959 0.295 -0.110 0.0004
C -2.762 -1.289 1.999 0.0031
C -2.402 -1.404 3.478 0.0001
H -4.150 3.540 2.754 -0.0001
H -3.981 3.081 1.062 -0.0003
H -2.559 3.544 1.996 0.0000
H -4.275 1.069 2.635 0.0003
H -2.779 1.526 3.429 0.0022
H -3.083 -0.298 -1.022 -0.0012
H -3.286 1.431 -0.866 0.0034
H -5.180 -0.678 0.327 0.0001
H -5.512 0.362 -1.048 0.0001
H -5.354 1.062 0.559 -0.0002
H -2.255 -2.053 1.413 -0.0023
H -3.834 -1.437 1.866 0.0019
H -1.353 -1.167 3.667 -0.0004
H -2.579 -2.419 3.833 -0.0001
H -3.009 -0.734 4.087 0.0008
```

***

[2]
# C8H12F2NO6PS2

The molecule C8H12F2NO6PS2 in a non-equilibrium geometry (the ωB97M-V functional and the def2-TZVPD basis, the Open Molecules 2025 dataset).

Properties
E_LUMO ... -0.2 eV
SMILES string ... CN(C)C(=O)CC(=O)O[C@](CC(=O)F)([PH2]=S)S(=O)(=O)F
Orbital gap ... 9.1 eV
HOMO level ... -0.3435 Ha

Geometry as XYZ:
```
32
Properties=species:S:1:pos:R:3:nbo_charge:R:1
C -2.160 2.093 -0.079 -0.4314
N -1.957 0.780 0.562 -0.5454
C -3.219 0.030 0.777 -0.4079
C -1.153 0.851 1.742 0.7310
O -1.133 1.738 2.523 -0.5033
C -0.245 -0.406 2.042 -0.6368
C 1.230 -0.148 1.646 0.7956
O 1.773 0.749 2.154 -0.4684
O 1.973 -0.951 0.759 -0.5355
C 1.491 -0.934 -0.582 -0.2324
C 1.124 0.478 -1.141 -0.6233
C 2.198 1.582 -0.975 0.8740
O 2.052 2.579 -1.548 -0.5053
F 3.287 1.457 -0.194 -0.3119
P 0.004 -2.087 -0.899 0.7849
S -0.052 -2.924 -2.640 -0.4986
S 2.894 -1.616 -1.609 2.3630
O 2.982 -3.014 -1.344 -0.8837
O 2.774 -1.236 -2.974 -0.8734
F 4.273 -0.980 -1.057 -0.4603
H -3.167 2.144 -0.538 0.2126
H -2.063 2.960 0.605 0.2282
H -1.425 2.245 -0.902 0.1992
H -3.472 -0.479 -0.181 0.2095
H -3.003 -0.776 1.511 0.2056
H -4.028 0.709 1.107 0.2083
H -0.678 -1.348 1.656 0.2222
H -0.251 -0.497 3.151 0.2811
H 0.172 0.886 -0.752 0.2818
H 0.985 0.362 -2.241 0.3092
H -0.050 -2.986 0.206 -0.0029
H -1.157 -1.263 -0.785 0.0147
```

***

[3]
# C9H19N2NdOP

C9H19N2NdOP as an isolated structure in a non-equilibrium geometry (the ωB97M-V functional and the def2-TZVPD basis, the Open Molecules 2025 dataset).

Properties
E_LUMO (alpha / beta) ... -3.2 / -3.1 eV
Spin multiplicity ... 4
Total charge ... +1
Orbital gap (alpha / beta) ... 7.8 / 7.9 eV
HOMO level (alpha / beta) ... -0.4055 / -0.4055 Ha

Geometry as XYZ:
```
33
Properties=species:S:1:pos:R:3:mulliken_spin:R:1
Nd -0.571 0.252 -0.237 3.0388
H 0.701 2.741 -0.267 -0.0001
H 0.689 2.652 -1.028 0.0007
P -0.602 -0.641 -2.934 -0.0027
C 0.685 -1.550 -3.765 -0.0015
H 0.443 -1.729 -4.808 -0.0001
H 1.632 -1.015 -3.713 0.0003
H 0.825 -2.508 -3.266 0.0001
C -2.158 -1.471 -3.354 -0.0008
H -3.009 -0.909 -2.958 0.0004
H -2.277 -1.589 -4.430 -0.0002
H -2.175 -2.456 -2.883 0.0001
C -0.720 0.944 -3.825 -0.0003
H 0.217 1.502 -3.750 0.0002
H -0.949 0.802 -4.880 -0.0006
H -1.501 1.578 -3.391 0.0001
C 1.818 -0.978 -0.481 0.0032
O 2.891 -1.359 -0.424 0.0012
H -2.556 0.415 -0.508 -0.0185
H -0.699 -1.991 -0.266 -0.0267
N 0.929 0.998 5.897 0.0000
C 0.690 0.710 4.602 0.0001
C 1.090 -0.531 4.060 -0.0007
C 0.831 -0.798 2.732 0.0017
N 0.198 0.122 1.950 0.0076
C -0.204 1.323 2.461 0.0030
C 0.036 1.652 3.784 -0.0018
H 1.393 0.322 6.499 0.0000
H 0.640 1.882 6.302 0.0000
H 1.597 -1.263 4.693 -0.0001
H 1.097 -1.727 2.233 -0.0010
H -0.713 2.005 1.767 -0.0022
H -0.267 2.619 4.192 -0.0001
```

***

[4]
# C19H20N4O5S

The molecule C19H20N4O5S in a non-equilibrium geometry (the ωB97M-V functional and the def2-TZVPD basis, the Open Molecules 2025 dataset).

Properties
Relative energy (zero: lowest compared OMol25 entry of this formula, charge and spin) ... 268.7 kJ/mol
E_LUMO ... 0.1 eV
SMILES string ... COc1ccc(C(=O)CSc2nnc(CNC(=O)c3ccco3)n2C)cc1OC
Orbital gap ... 8.3 eV
HOMO level ... -0.2990 Ha

Geometry as XYZ:
```
49
Properties=species:S:1:pos:R:3:nbo_charge:R:1
C -3.587 1.604 -0.108 -0.2560
H -4.289 0.843 -0.449 0.1913
O -2.527 1.795 -1.031 -0.4948
C -1.590 0.849 -1.235 0.3111
C -0.425 1.314 -1.850 -0.2624
C 0.633 0.481 -2.118 -0.1623
C 0.551 -0.881 -1.818 -0.2293
C -0.628 -1.367 -1.244 -0.2054
C -1.688 -0.530 -0.929 0.2231
O -2.845 -0.974 -0.374 -0.5056
C -2.924 -2.305 0.096 -0.2647
H -2.889 -3.023 -0.730 0.1694
H -2.133 -2.525 0.818 0.2189
H -3.893 -2.374 0.587 0.1975
H -0.723 -2.414 -1.009 0.2308
C 1.734 -1.697 -2.129 0.5658
O 2.815 -1.185 -2.351 -0.5645
C 1.608 -3.210 -2.148 -0.6066
H 2.166 -3.606 -2.995 0.2570
H 0.587 -3.581 -2.154 0.2331
S 2.474 -3.903 -0.684 0.2718
C 1.538 -3.072 0.537 0.1445
N 0.343 -3.395 0.939 -0.2915
N -0.063 -2.459 1.803 -0.2921
C 0.887 -1.572 1.927 0.3296
N 1.949 -1.915 1.141 -0.3606
C 3.201 -1.239 0.957 -0.4237
H 3.102 -0.441 0.216 0.2255
H 3.542 -0.824 1.905 0.2088
H 3.934 -1.956 0.587 0.2463
C 0.814 -0.349 2.771 -0.2772
N 0.874 0.860 1.984 -0.6062
C -0.216 1.643 1.773 0.6423
O -1.309 1.415 2.253 -0.6194
C 0.061 2.814 0.932 0.1498
C -0.754 3.861 0.587 -0.2251
C 0.017 4.702 -0.244 -0.3179
C 1.240 4.110 -0.344 0.1121
O 1.283 2.973 0.363 -0.4062
H 2.132 4.392 -0.870 0.2090
H -0.295 5.617 -0.703 0.2355
H -1.769 3.997 0.895 0.2452
H 1.731 1.096 1.510 0.4076
H 1.623 -0.350 3.512 0.2099
H -0.153 -0.352 3.281 0.2761
H 1.535 0.860 -2.571 0.2331
H -0.385 2.363 -2.101 0.2300
H -4.090 2.570 -0.060 0.1816
H -3.200 1.340 0.878 0.2146
```